DFT (ωB97M-V with the def2-TZVPD basis set) results for 18 unconnected molecules or ions with the total composition C40H70Cl34F3N5O3PSi.

```
157
Properties=species:S:1:pos:R:3
Cl -1.842 17.343 0.433
Cl 6.141 0.202 -0.809
Cl -1.085 10.196 0.382
Cl 2.393 5.452 1.688
Cl -0.518 7.345 0.681
Cl -0.283 9.242 4.973
Cl 8.073 -1.709 -1.876
Cl 5.831 8.877 4.265
Cl 1.069 17.123 0.556
Cl 4.097 4.689 5.740
Cl 1.950 -6.771 -8.569
Cl 1.372 11.989 6.739
Cl -1.559 8.205 7.380
Cl 5.205 -1.592 5.089
Cl -1.949 2.987 1.860
Cl -4.997 -8.307 -3.557
Cl 5.722 -2.645 2.412
Cl -2.215 -10.672 0.158
Cl 2.940 -9.364 -7.712
Cl 1.883 6.501 4.378
Cl -4.785 -9.731 -0.927
Cl -4.451 4.338 5.388
Cl 0.215 1.702 3.345
Cl -1.660 4.966 5.977
Cl -3.120 -9.745 -5.246
Cl 9.078 4.147 -2.456
Cl 8.003 7.670 5.804
Cl -6.486 -2.356 3.862
Cl 6.178 4.485 -2.554
Cl 4.158 14.453 3.945
Cl 0.331 14.357 5.379
Cl -5.648 -1.485 1.199
Cl 1.728 14.235 2.347
Cl 3.519 1.931 4.946
P -3.004 -4.598 0.067
Si -1.700 -4.680 -5.409
F -1.486 -2.801 -2.391
F -3.170 0.514 -1.588
F 0.703 -2.327 -2.566
O -3.897 -3.836 -1.035
O -2.123 -5.820 -0.533
O -2.010 -0.888 1.040
N 1.939 -2.951 0.260
N -0.163 -3.448 -0.708
N -1.097 -1.492 0.226
N -3.991 -5.178 1.106
N -2.070 -3.430 0.909
C -0.323 -7.136 -5.794
C -2.015 -3.830 3.444
C -3.404 -10.814 -1.149
C -0.247 -8.472 -6.323
C 1.873 6.850 2.642
C 3.367 -4.727 1.058
C -0.451 16.267 0.273
C -1.282 -8.975 -7.045
C 0.024 -4.464 -3.034
C -0.027 8.573 6.586
C 0.804 12.665 5.205
C -0.159 -3.989 -4.529
C -0.212 -3.236 -2.125
C -0.158 -0.585 -0.442
C -2.429 -8.240 -7.296
C -1.091 -2.780 0.104
C -1.519 1.706 3.001
C -7.021 -1.857 2.258
C -1.482 -6.449 -6.058
C 5.223 -1.233 3.364
C -1.775 8.594 0.652
C 6.279 7.617 5.424
C 1.313 -5.190 0.072
C 3.029 -3.419 0.804
C -4.649 -9.831 -4.360
C -1.341 -4.081 2.067
C 6.500 -1.507 -1.103
C -1.943 1.110 -1.206
C -1.959 -3.569 -6.929
C -0.798 0.174 -1.626
C 2.992 15.319 2.940
C 2.381 -8.395 -9.082
C 7.527 3.357 -2.754
C -2.520 -6.973 -6.814
C 3.445 3.638 4.484
C 2.452 -5.699 0.657
C -2.750 -2.469 3.552
C 1.077 -3.858 -0.118
C -3.280 -4.581 -4.383
C -3.325 5.041 6.558
H -3.397 4.489 7.489
H -7.593 -2.662 1.811
H -3.384 -6.335 -6.995
H 3.174 -8.340 -9.819
H -3.763 -11.837 -1.176
H 4.226 -0.939 3.054
H -7.635 -0.969 2.353
H 7.408 2.542 -2.049
H -2.470 8.371 -0.149
H -2.009 -1.668 3.445
H 5.713 7.765 6.337
H -3.869 -6.180 1.178
H 1.604 12.598 4.477
H -1.900 2.058 -1.752
H -3.272 -8.615 -7.869
H 0.480 -6.679 -5.223
H 0.077 0.196 0.300
H 2.409 3.905 4.315
H -5.450 -10.085 -5.044
H 0.519 9.296 7.182
H -3.519 -2.453 2.776
H -1.228 -3.798 4.214
H -3.606 -2.912 -1.122
H 7.517 2.975 -3.769
H -0.691 -5.276 -2.868
H -2.016 1.260 -0.127
H -1.230 -9.989 -7.437
H -3.732 -3.582 -4.358
H 3.509 15.749 2.089
H -0.540 15.467 1.001
H 0.859 7.117 2.347
H -1.987 -2.502 -6.653
H 0.546 7.657 6.496
H 4.017 3.780 3.574
H -3.195 -2.397 4.549
H -0.314 -3.698 2.150
H -3.994 -5.297 -4.817
H -2.700 -6.600 -0.560
H -3.069 -4.937 -3.367
H 1.046 -4.845 -2.939
H 0.537 -5.892 -0.238
H 2.549 7.677 2.449
H -1.188 -0.493 -2.401
H -0.018 0.775 -2.112
H -2.891 -1.002 0.634
H 6.504 -2.033 -0.154
H -2.059 1.866 3.928
H -0.438 15.857 -0.731
H 5.734 -1.920 -1.751
H 4.294 -5.014 1.541
H 3.771 -2.667 1.097
H -4.564 -10.595 -3.592
H -2.898 -3.828 -7.436
H 2.529 16.102 3.531
H -0.054 12.094 4.869
H -2.291 8.590 1.606
H -1.794 0.748 2.572
H -1.150 -3.673 -7.667
H 0.638 -9.064 -6.116
H 2.628 -6.758 0.800
H 0.730 -4.203 -5.138
H -0.265 -2.894 -4.567
H 5.922 -0.424 3.183
H 0.801 -1.035 -0.696
H -2.687 -4.652 3.709
H -3.591 6.080 6.720
H 6.044 6.650 4.995
H -2.914 -10.569 -2.088
H -1.270 -5.168 1.946
H 1.505 -8.867 -9.515
```

Gap between HOMO and LUMO (eV): 6.91
Charge: +1
HOMO energy (eV): -10.73
ΔE to the lowest compared entry with this formula, charge and spin (kcal per mole): 0.0